The following is a DFT calculation (ωB97M-V/def2-TZVPD) of 2 unconnected molecules or ions with the total composition C2H5NO3.

XYZ file:
```
11
Properties=species:S:1:pos:R:3:nbo_charge:R:1
O 0.29 -0.43 2.07 -0.46
O 1.14 -1.33 -0.09 -0.66
O -1.67 -0.05 1.19 -0.33
N -0.55 -0.40 1.13 0.48
C -0.10 -0.91 -0.12 0.25
C 0.00 1.06 -0.96 -0.60
H 1.42 -1.00 0.80 0.50
H 0.22 1.80 -0.14 0.19
H -0.76 -1.18 -0.91 0.24
H 0.85 1.02 -1.62 0.20
H -0.85 1.41 -1.34 0.18
```

energy above the lowest of the compared OMol25 structures with the same formula, charge and spin: 6.163 eV
LUMO level (alpha / beta): -0.613 / -0.613 eV
orbital gap (alpha / beta): 8.885 / 8.885 eV
2S+1: 1
molar mass: 91.1 g/mol

The following is a DFT calculation (ωB97M-V/def2-TZVPD) of 2 unconnected molecules or ions with the total composition C6H9N2O2.

XYZ file:
```
19
Properties=species:S:1:pos:R:3:nbo_charge:R:1
O -0.14 2.18 -1.21 -0.82
O -1.16 0.51 -2.30 -0.76
N 0.19 0.20 0.67 -0.51
N -0.64 -0.63 2.54 -0.51
C 0.41 -1.41 2.13 0.05
C -0.75 0.31 1.62 0.17
C 0.90 -0.92 0.94 -0.11
C -0.55 1.59 -2.25 0.77
C 0.53 -2.80 2.69 -0.63
C -0.27 2.33 -3.58 -0.73
H -1.07 3.06 -3.65 0.21
H -0.20 1.67 -4.44 0.20
H 1.36 -2.92 3.39 0.19
H -1.55 1.02 1.53 0.19
H 0.59 -3.55 1.90 0.21
H 0.18 0.82 -0.17 0.48
H -0.37 -3.07 3.24 0.22
H 0.72 2.78 -3.48 0.20
H 1.81 -1.18 0.42 0.20
```

energy above the lowest of the compared OMol25 structures with the same formula, charge and spin: 0.416 eV
total charge: -1
LUMO level: 3.810 eV
orbital gap: 8.564 eV
2S+1: 1
molar mass: 141.2 g/mol

The following is a DFT calculation (ωB97M-V/def2-TZVPD) of a molecular structure, C2H6N4O2.

XYZ file:
```
14
Properties=species:S:1:pos:R:3:nbo_charge:R:1
O -0.53 -2.14 -0.23 -0.63
O -2.06 -0.96 1.68 -0.54
N 0.07 2.00 0.29 -0.70
N 1.40 -0.82 -1.42 -0.80
N -1.04 -0.24 1.00 -0.32
N 0.89 1.17 -0.49 -0.38
C 0.73 -0.07 -0.53 0.31
C -0.32 -0.96 0.07 0.57
H -1.20 0.75 0.94 0.43
H 1.99 -0.34 -2.16 0.41
H 0.41 3.11 -0.28 0.38
H 0.60 2.07 1.32 0.36
H 1.20 -1.82 -1.42 0.43
H -2.14 -1.76 1.24 0.48
```

energy above the lowest of the compared OMol25 structures with the same formula, charge and spin: 3.814 eV
LUMO level: 0.751 eV
orbital gap: 9.581 eV
2S+1: 1
molar mass: 118.1 g/mol

The following is a DFT calculation (ωB97M-V/def2-TZVPD) of C2H4N2O3S in the gas phase.

XYZ file:
```
12
Properties=species:S:1:pos:R:3:mulliken_spin:R:1
S 1.60 -0.24 -0.61 0.03
O 0.66 -0.20 -1.69 0.05
O 2.76 -1.04 -0.81 0.01
O -0.86 1.61 0.11 0.42
N 0.85 -0.08 0.81 0.51
N 1.69 1.01 0.42 0.24
C -0.77 0.44 0.37 0.64
C -1.67 -0.70 0.35 0.04
H -1.44 -1.17 -0.49 0.03
H 1.38 1.97 0.22 0.02
H -1.62 -1.39 1.15 0.03
H -2.57 -0.20 0.18 0.00
```

energy above the lowest of the compared OMol25 structures with the same formula, charge and spin: 4.749 eV
LUMO level (alpha / beta): 0.380 / -3.681 eV
orbital gap (alpha / beta): 5.760 / 7.361 eV
2S+1: 3
molar mass: 136.1 g/mol

The following is a DFT calculation (ωB97M-V/def2-TZVPD) of 13 unconnected molecules or ions with the total composition C5H38NO12S2.

XYZ file:
```
58
Properties=species:S:1:pos:R:3:nbo_charge:R:1
S -2.18 -1.58 1.83 0.13
S -1.56 0.28 1.39 0.10
O -1.57 0.87 -3.82 -0.95
O -0.07 -3.88 -2.93 -0.95
O 0.65 2.03 -4.57 -0.95
O 0.24 -0.89 -3.00 -0.99
O 3.04 -1.12 2.04 -0.96
O 0.96 3.59 -2.74 -0.97
O -0.10 3.38 0.96 -0.94
O 3.96 3.10 -1.09 -0.93
O -3.69 -2.76 -2.47 -0.93
O 2.04 0.87 -0.46 -0.98
O 0.72 -1.30 4.62 -0.94
O 1.31 3.07 3.55 -0.95
N 1.14 -1.89 -0.08 -0.71
C -2.57 1.93 3.16 -0.62
C 0.17 -2.64 0.98 -0.06
C -2.74 1.49 1.72 -0.61
C 0.43 -4.05 0.97 -0.67
C -1.28 -2.33 0.51 -0.62
H -0.91 3.76 0.72 0.46
H -2.45 2.45 1.18 0.25
H -0.35 -3.88 -3.83 0.48
H 0.47 -2.21 1.95 0.25
H 2.71 -1.33 2.93 0.49
H 0.49 -1.66 -3.37 0.47
H 1.53 2.05 -5.13 0.46
H 0.11 -4.71 0.12 0.23
H -1.87 -3.30 0.24 0.27
H 1.66 -2.55 -0.61 0.43
H 1.51 -4.40 0.92 0.24
H 0.73 3.84 -3.66 0.49
H 0.77 1.06 -4.38 0.49
H 3.81 3.80 -0.55 0.46
H -4.29 -2.87 -3.14 0.47
H -3.81 1.36 1.37 0.25
H 1.73 0.93 0.41 0.47
H -2.01 1.06 -4.78 0.49
H -1.75 1.54 3.61 0.21
H 4.54 2.45 -0.51 0.47
H 1.08 -0.41 4.83 0.47
H -1.36 -1.63 -0.49 0.27
H 1.48 1.27 -1.15 0.52
H 1.16 2.79 4.49 0.48
H -1.92 1.66 -3.47 0.48
H -3.41 1.67 3.82 0.22
H 3.56 -0.30 2.29 0.49
H 1.62 3.95 3.61 0.48
H -0.12 -4.44 1.84 0.25
H -0.78 -4.37 -2.51 0.48
H -0.73 -0.66 -3.11 0.52
H -4.07 -1.92 -2.08 0.47
H 0.02 3.65 1.89 0.48
H 0.27 -1.48 5.39 0.47
H 1.71 4.09 -2.41 0.48
H 1.74 -1.20 0.44 0.48
H 0.63 -1.30 -0.66 0.45
H -2.35 3.06 3.24 0.20
```

energy above the lowest of the compared OMol25 structures with the same formula, charge and spin: 1.791 eV
total charge: +1
LUMO level: -2.336 eV
orbital gap: 8.195 eV
2S+1: 1
molar mass: 368.5 g/mol

The following is a DFT calculation (ωB97M-V/def2-TZVPD) of a molecular structure, C5H9FO2S.

XYZ file:
```
18
Properties=species:S:1:pos:R:3:nbo_charge:R:1
S 1.12 -0.04 -0.28 0.07
F -3.10 1.28 -0.63 -0.38
O 4.90 0.18 0.42 -0.54
O -0.09 -1.26 -0.66 -0.51
C 3.80 -0.08 -0.12 0.42
C -3.28 0.35 0.45 0.06
C 2.58 1.04 -0.18 -0.71
C -0.82 -0.49 -0.06 0.44
C -2.30 -0.88 0.31 -0.54
H -3.10 0.89 1.41 0.17
H -0.37 0.48 0.40 0.22
H 2.40 1.62 0.70 0.22
H 3.61 -1.13 -0.47 0.13
H 2.60 1.65 -1.15 0.22
H 1.40 -0.74 -1.53 0.06
H -2.64 -1.51 -0.44 0.23
H -2.42 -1.42 1.35 0.26
H -4.30 0.07 0.47 0.18
```

energy above the lowest of the compared OMol25 structures with the same formula, charge and spin: 4.631 eV
LUMO level: -0.597 eV
orbital gap: 7.488 eV
2S+1: 1
molar mass: 152.2 g/mol

Question: What is the formula in the sixth record?
Answer: C5H9FO2S

Question: 2S+1 of number 1 (C2H5NO3)?
Answer: 1